This record from OMol25 describes C39H33CoGeN5O8 as an isolated structure. The level of theory is ωB97M-V/def2-TZVPD.

Geometry (Å):
Co 0.94447 0.25721 0.92352
O -1.94963 0.09694 3.73452
C -1.22612 0.49722 2.81625
O -0.35894 -0.22668 2.22720
C -1.40192 1.93970 2.37546
C -2.55987 2.56077 2.75678
C -2.78876 3.91408 2.47438
C -1.81601 4.67996 1.86313
C -0.62766 4.07763 1.51868
C -0.38791 2.66663 1.66974
O 0.66262 2.15527 1.20932
N 0.40644 4.95139 0.99645
O 0.05841 5.95963 0.37597
O 1.58268 4.66765 1.20712
N -4.01969 4.54460 2.87995
O -4.86257 3.86871 3.46268
O -4.17319 5.74472 2.63828
H -3.28787 1.98004 3.30346
H -1.96490 5.73093 1.68043
C 3.89091 1.97176 -1.56273
C 4.55981 0.81641 -2.02607
C 4.16744 -0.41399 -1.58251
C 3.09147 -0.52562 -0.66604
N 2.44677 0.61319 -0.23539
C 2.84110 1.80317 -0.68253
C 2.60039 -1.72147 -0.11179
C 3.13710 -3.01691 -0.32040
C 2.57962 -4.09331 0.31101
C 1.46923 -3.90820 1.16054
C 0.98648 -2.62383 1.33012
N 1.51431 -1.56263 0.72232
H 4.16326 2.96408 -1.89660
H 5.37503 0.90165 -2.73592
H 4.66008 -1.30924 -1.93997
H 2.27260 2.64779 -0.30735
H 3.97546 -3.14702 -0.99241
H 2.97769 -5.08770 0.13868
H 0.98752 -4.73497 1.66346
H 0.15258 -2.40518 1.97927
C -0.21839 0.27522 -0.59905
Ge -1.34375 -0.93852 -1.40809
C -0.67128 -2.00575 -3.01210
C 0.16745 -3.09459 -2.76633
C 0.81334 -3.77409 -3.79012
C 0.63616 -3.37494 -5.11203
C -0.19353 -2.29519 -5.38525
C -0.83570 -1.62605 -4.34585
C -2.88128 0.02564 -2.23643
C -3.08967 1.36872 -1.92459
C -4.17072 2.07165 -2.44591
C -5.07790 1.43334 -3.28485
C -4.89202 0.09278 -3.59910
C -3.80191 -0.59841 -3.07892
C -2.21753 -2.37864 -0.34621
C -2.47944 -2.22445 1.01623
C -3.14402 -3.20594 1.74328
C -3.57373 -4.36883 1.11560
C -3.33558 -4.53629 -0.24357
C -2.66673 -3.54981 -0.96098
H 0.02203 1.14658 -1.21385
H 0.31451 -3.42674 -1.74711
H 1.46086 -4.61365 -3.55430
H 1.14147 -3.89793 -5.91752
H -0.33874 -1.96798 -6.41059
H -1.47173 -0.77816 -4.58533
H -2.38729 1.85003 -1.24746
H -4.31183 3.11650 -2.18852
H -5.92826 1.97506 -3.68596
H -5.59815 -0.41578 -4.24816
H -3.66753 -1.64617 -3.33517
H -2.14023 -1.33054 1.52846
H -3.31781 -3.05406 2.80319
H -4.09047 -5.13856 1.68003
H -3.66620 -5.43922 -0.74723
H -2.47472 -3.70658 -2.01805
C 4.40309 3.25865 3.70768
N 3.94446 1.88113 3.62449
C 4.77811 0.78406 4.07524
C 2.85675 1.59430 2.87390
O 2.50522 0.45419 2.61863
H 5.24196 3.31324 4.39816
H 3.61109 3.90683 4.08316
H 4.72960 3.64304 2.73844
H 5.44850 1.13747 4.85699
H 5.36799 0.36166 3.25683
H 4.14618 -0.00922 4.46858
H 2.31895 2.47156 2.49075

- strongest force on any atom (eV/A) = 0.67
- energy relative to the best compared isomer or geometry (same formula, charge and spin) (eV) = 0.822
- multiplicity = 2
- HOMO-LUMO gap (spin up / spin down) (eV) = 4.08 / 4.12
- HOMO (spin up / spin down) (eV) = -0.01 / -0.06
- charge = -2

These are the Mulliken partial charges, in e, on atoms 1 to 2: Co -0.5997; O -0.8549

***

This record from OMol25 describes C39H33I2NO4P2Ti as an isolated structure. The level of theory is ωB97M-V/def2-TZVPD.

Geometry (Å):
Ti 0.49951 -0.34918 0.92360
C -2.44944 0.49761 0.08215
P -0.99747 0.78361 -1.07057
C -1.89346 0.22361 -2.57589
C -2.10151 -1.14733 -2.73545
C -2.88223 -1.61945 -3.77821
C -3.44637 -0.73414 -4.68465
C -3.23396 0.62868 -4.53897
C -2.47100 1.10712 -3.48483
C -0.87270 2.58307 -1.30633
C 0.02715 3.01684 -2.28206
C 0.26008 4.36701 -2.47312
C -0.38290 5.30180 -1.67338
C -1.25411 4.87705 -0.68347
C -1.50149 3.52385 -0.49886
C -2.36648 -0.97237 0.32734
C -3.28944 -1.99943 0.20312
C -2.57631 -3.20871 0.33015
C -1.24558 -2.87018 0.52587
C -0.00877 -3.69037 0.70093
P 1.38190 -2.61514 0.10375
C 2.87704 -3.54441 0.55680
C 3.93579 -3.64807 -0.34454
C 5.10897 -4.27921 0.03531
C 5.24029 -4.79083 1.31773
C 4.20733 -4.64712 2.23298
C 3.02787 -4.02238 1.85904
C 1.26976 -2.86241 -1.70883
C 1.16347 -4.13246 -2.27511
C 0.99485 -4.27127 -3.64177
C 0.94609 -3.15118 -4.46133
C 1.08746 -1.88778 -3.91380
C 1.25196 -1.74961 -2.54340
N -1.12362 -1.51163 0.52610
H -3.39966 0.78416 -0.36637
H -2.27312 1.06888 0.99561
H -1.64479 -1.85664 -2.05589
H -3.05558 -2.68300 -3.88232
H -4.05054 -1.10758 -5.50143
H -3.68150 1.32364 -5.23763
H -2.31089 2.17130 -3.37388
H 0.54681 2.28343 -2.89024
H 0.95741 4.69337 -3.23334
H -0.19640 6.35682 -1.82424
H -1.73718 5.60187 -0.04074
H -2.18020 3.21488 0.28669
H -4.35012 -1.87720 0.05283
H -2.97494 -4.20827 0.26713
H -0.05118 -4.62797 0.14516
H 0.16495 -3.92306 1.75605
H 3.82931 -3.23252 -1.33887
H 5.92635 -4.36747 -0.66802
H 6.15598 -5.29046 1.60484
H 4.31777 -5.01557 3.24435
H 2.23230 -3.89404 2.58307
H 1.21347 -5.01060 -1.64300
H 0.90377 -5.25843 -4.07582
H 0.78791 -3.26314 -5.52566
H 1.04757 -1.01067 -4.54704
H 1.37056 -0.76499 -2.11593
I 0.44360 -1.26582 3.53736
C 2.67646 0.01002 1.40814
I 3.36564 0.66396 -0.47403
H 3.25389 -0.85813 1.71195
H 2.76514 0.83215 2.11377
O 1.61360 2.98192 1.21258
C 0.62381 2.49005 1.71559
O 0.12411 1.34461 1.29371
C -0.08776 3.11361 2.86649
C -1.17251 2.47206 3.45346
C -1.83087 3.00628 4.55888
C -1.34298 4.19192 5.05050
O -1.78543 4.91715 6.11813
C -0.86132 5.98596 6.27588
O -0.01811 6.01394 5.13695
C -0.26292 4.84570 4.46106
C 0.38352 4.33429 3.37114
H -1.49713 1.51685 3.06681
H -2.67990 2.51516 5.01169
H -0.25839 5.81708 7.17794
H -1.40404 6.92935 6.36488
H 1.22088 4.82949 2.90151

- strongest force on any atom (eV/A) = 2.78
- energy relative to the best compared isomer or geometry (same formula, charge and spin) (eV) = 1.238
- multiplicity = 3
- HOMO-LUMO gap (spin up / spin down) (eV) = 7.49 / 4.28
- HOMO (spin up / spin down) (eV) = -7.34 / -7.33
- charge = 0

These are the Mulliken partial charges, in e, on atoms 1 to 2: Ti -0.7195; C -0.5299

***

This record from OMol25 describes C39H33LiN2P2S as an isolated structure. The level of theory is ωB97M-V/def2-TZVPD.

Geometry (Å):
Li -0.53502 0.62702 0.36952
C 1.40560 -2.25950 0.21828
N 0.98240 -1.68969 -1.08369
P -0.76270 -1.57780 -1.17802
C -1.11259 -1.25485 -2.90279
C -2.18515 -0.38912 -3.18474
C -2.60707 -0.14822 -4.47239
C -1.97293 -0.79128 -5.55259
C -0.94515 -1.68782 -5.28939
C -0.50214 -1.91412 -3.99712
C -1.10449 -3.40726 -1.15421
C -0.23011 -4.37499 -1.65107
C -0.61937 -5.70210 -1.74400
C -1.88780 -6.08663 -1.32712
C -2.76012 -5.13605 -0.81361
C -2.36768 -3.80775 -0.72894
P 1.79699 -0.14809 -1.24713
C 3.46885 -0.79838 -1.72797
C 3.68993 -2.08016 -2.22384
C 4.96086 -2.48145 -2.60914
C 6.03025 -1.60267 -2.49958
C 5.82254 -0.32471 -1.99611
C 4.55116 0.06911 -1.60710
C 1.29389 0.52429 -2.84548
C 0.60252 1.74364 -2.85650
C 0.22602 2.35863 -4.03268
C 0.57884 1.78363 -5.26604
C 1.32545 0.62231 -5.27295
C 1.68732 -0.00919 -4.08931
H 0.95570 -3.24194 0.35657
H 1.12435 -1.60721 1.05540
H 2.49062 -2.39350 0.20967
H -2.69982 0.07852 -2.35132
H -3.43297 0.53333 -4.64768
H -2.29700 -0.60710 -6.57012
H -0.45437 -2.20015 -6.11171
H 0.30164 -2.61861 -3.81984
H 0.76443 -4.07246 -1.95488
H 0.07167 -6.43910 -2.13742
H -2.19073 -7.12540 -1.39326
H -3.74576 -5.42714 -0.46991
H -3.04854 -3.06849 -0.32181
H 2.84330 -2.75253 -2.29768
H 5.11441 -3.48218 -2.99657
H 7.02454 -1.91606 -2.79679
H 6.65240 0.36521 -1.89673
H 4.39260 1.06315 -1.20315
H 0.35320 2.20804 -1.90966
H -0.32388 3.29207 -3.99619
H 0.28310 2.25052 -6.19807
H 1.61353 0.17729 -6.21963
H 2.29790 -0.90136 -4.12680
S -2.69069 4.46809 -1.38087
C -2.27259 2.78780 -1.25107
N -1.63702 2.42477 -0.19124
C -1.41214 3.53215 0.64219
C -0.74909 3.45982 1.86988
C -0.61691 4.63330 2.58560
C -1.12659 5.84282 2.09601
C -1.78394 5.91654 0.88323
C -1.92522 4.73620 0.15074
H -2.51174 2.10700 -2.05420
H -0.39901 2.46354 2.19569
H -0.11709 4.60732 3.54618
H -1.00448 6.74626 2.68348
H -2.17660 6.85466 0.51261
C -0.26701 0.33460 2.26665
C 0.00968 0.01567 3.56256
C -0.08277 0.92662 4.70349
C 0.22482 0.56795 5.99111
C 0.65699 -0.71932 6.34736
C 0.74403 -1.64241 5.28592
C 0.44545 -1.31864 3.99064
H -0.43246 1.94162 4.52390
H 0.11975 1.32466 6.76943
H 0.88909 -0.98987 7.36996
H 1.05938 -2.66490 5.49560
H 0.52127 -2.08927 3.22920

- strongest force on any atom (eV/A) = 0.57
- multiplicity = 1
- HOMO-LUMO gap (spin up / spin down) (eV) = 2.48 / 2.12
- HOMO (spin up / spin down) (eV) = 1.31 / 1.68
- charge = -2

These are the Mulliken partial charges, in e, on atoms 1 to 2: Li 1.0283; C -1.6629